{"formula": "C11H17NO3S2", "method": "ωB97M-V with the def2-TZVPD basis set", "symbols": ["C", "H", "H", "H", "S", "C", "C", "N", "S", "O", "O", "C", "C", "C", "C", "C", "C", "H", "H", "C", "H", "H", "H", "H", "H", "H", "H", "C", "O", "H", "H", "H", "H", "H"], "xyz": [[4.486, -2.626, -1.708], [5.001, -1.757, -1.706], [4.890, -3.525, -1.948], [3.553, -2.542, -2.393], [3.805, -3.163, -0.210], [3.146, -1.516, 0.317], [1.726, -1.552, 0.200], [0.881, -0.501, 0.772], [-0.470, -0.621, 1.715], [-1.076, -1.773, 1.388], [-0.066, -0.246, 3.260], [-1.442, 0.636, 1.106], [-1.899, 0.724, -0.496], [-2.578, 1.825, -0.720], [-3.102, 2.729, -0.020], [-2.532, 2.883, 1.321], [-1.879, 1.893, 1.712], [-1.508, 1.831, 2.851], [-3.117, 3.627, 2.109], [-3.797, 3.982, -0.495], [-4.949, 3.469, -0.630], [-3.382, 4.225, -1.456], [-3.832, 4.822, 0.204], [-2.703, 1.878, -1.799], [-1.605, -0.242, -0.788], [1.518, 0.285, 1.238], [1.202, -2.422, 0.799], [1.022, -1.978, -0.939], [-0.198, -1.880, -1.257], [-0.702, -2.098, -0.397], [1.403, -2.998, -1.274], [1.401, -1.324, -1.841], [3.436, -0.724, -0.214], [3.365, -1.319, 1.301]], "nbo_charge": [-0.74, 0.22, 0.23, 0.21, 0.24, -0.52, -0.08, -0.90, 2.30, -0.96, -0.92, -0.43, -0.08, -0.26, 0.04, -0.22, -0.20, 0.24, 0.23, -0.61, 0.22, 0.23, 0.23, 0.21, 0.26, 0.42, 0.18, -0.03, -0.70, 0.47, 0.16, 0.11, 0.21, 0.23], "multiplicity": 1, "e_lumo_ha": -0.018, "homo_ev": -8.7}

=====

{"formula": "C11H17NS", "method": "ωB97M-V with the def2-TZVPD basis set", "symbols": ["C", "C", "C", "C", "C", "C", "C", "C", "C", "C", "C", "N", "S", "H", "H", "H", "H", "H", "H", "H", "H", "H", "H", "H", "H", "H", "H", "H", "H", "H"], "xyz": [[-1.606, -2.229, 3.609], [-1.525, -0.850, 3.479], [-0.841, -2.984, 2.722], [-0.606, -0.233, 2.700], [-0.139, -2.403, 1.667], [-0.002, -0.991, 1.806], [1.463, 0.926, -3.892], [-0.824, 1.782, -2.668], [1.341, 2.528, -1.144], [0.747, -0.464, 0.740], [-0.060, -0.702, -0.593], [0.666, -0.494, -1.840], [0.858, 1.114, -2.355], [-2.359, -2.627, 4.267], [-2.228, -0.324, 4.089], [-0.806, -4.076, 2.816], [-0.429, 0.794, 2.621], [0.251, -2.982, 0.898], [1.641, 1.813, -4.418], [2.539, 0.398, -3.788], [-1.156, 1.432, -3.657], [-1.395, 1.279, -1.799], [-0.948, 2.870, -2.617], [1.346, 3.460, -1.873], [0.465, 2.708, -0.392], [2.380, 2.402, -0.705], [0.863, 0.671, 0.890], [1.643, -0.923, 0.557], [-0.328, -1.730, -0.685], [-0.951, -0.165, -0.435]], "nbo_charge": [-0.25, -0.17, -0.18, -0.25, -0.23, 0.00, -0.98, -0.82, -0.83, -0.42, -0.23, -0.79, 1.44, 0.22, 0.20, 0.20, 0.21, 0.22, 0.20, 0.23, 0.26, 0.24, 0.23, 0.24, 0.24, 0.25, 0.17, 0.22, 0.21, 0.16], "multiplicity": 1, "e_lumo_ha": 0.017, "homo_ev": -7.8}

=====

{"formula": "C11H18", "method": "ωB97M-V with the def2-TZVPD basis set", "symbols": ["C", "C", "C", "C", "H", "H", "H", "H", "H", "H", "H", "H", "H", "H", "C", "C", "C", "C", "C", "C", "C", "H", "H", "H", "H", "H", "H", "H", "H"], "xyz": [[1.277, 1.699, 1.038], [-0.227, 2.024, 1.119], [1.877, 1.947, -0.389], [2.160, 2.457, 2.068], [1.317, 0.636, 1.316], [-0.511, 2.946, 0.634], [1.898, 3.059, -0.405], [2.886, 1.506, -0.179], [1.511, 1.545, -1.216], [3.021, 2.877, 1.599], [1.555, 3.223, 2.644], [2.637, 1.861, 2.719], [-0.617, 2.227, 2.091], [-0.776, 1.233, 0.558], [-2.698, -0.219, 0.360], [-0.101, -1.292, -2.179], [0.636, -2.194, -1.380], [-1.289, -0.795, -1.682], [-1.616, -0.995, -0.236], [0.318, -2.578, -0.119], [-0.901, -1.981, 0.395], [0.211, -1.165, -3.264], [1.512, -2.606, -1.851], [-1.785, -0.086, -2.222], [0.795, -3.371, 0.442], [-3.430, 0.339, -0.329], [-2.225, 0.487, 1.052], [-1.212, -2.388, 1.424], [-3.397, -0.763, 1.018]], "nbo_charge": [-0.20, -0.62, -0.59, -0.61, 0.19, 0.20, 0.20, 0.20, 0.20, 0.21, 0.20, 0.21, 0.21, 0.21, -0.65, -0.22, -0.22, -0.19, -0.04, -0.21, -0.20, 0.22, 0.20, 0.20, 0.22, 0.22, 0.24, 0.20, 0.23], "multiplicity": 1, "e_lumo_ha": 0.037, "homo_ev": -9.0}

=====

{"formula": "C11H18B2F4N4O5Rh", "method": "ωB97M-V with the def2-TZVPD basis set", "symbols": ["Rh", "C", "C", "N", "O", "B", "F", "F", "O", "N", "C", "C", "C", "N", "O", "B", "F", "F", "O", "N", "C", "C", "C", "H", "H", "H", "H", "H", "H", "H", "H", "H", "H", "H", "H", "C", "O", "C", "C", "H", "H", "H", "H", "H", "H"], "xyz": [[-0.014, 0.024, 0.427], [3.025, 1.698, 2.865], [2.164, 0.939, 1.922], [0.949, 1.259, 1.642], [0.295, 2.207, 2.321], [-0.954, 2.744, 1.624], [-0.601, 3.052, 0.311], [-1.416, 3.764, 2.359], [-2.093, 1.694, 1.564], [-1.873, 0.694, 0.710], [-2.823, 0.009, 0.173], [-4.261, 0.365, 0.282], [-2.334, -1.224, -0.544], [-1.055, -1.354, -0.541], [-0.433, -2.418, -1.066], [0.690, -2.911, -0.127], [0.183, -2.827, 1.167], [1.066, -4.120, -0.571], [1.947, -2.012, -0.169], [1.751, -0.874, 0.502], [2.648, -0.301, 1.218], [4.022, -0.835, 1.407], [-3.233, -2.251, -1.133], [2.454, 2.487, 3.345], [3.862, 2.139, 2.318], [3.447, 1.040, 3.625], [-4.368, 1.307, 0.813], [-4.817, -0.406, 0.819], [-4.697, 0.452, -0.715], [4.138, -1.765, 0.858], [4.218, -1.016, 2.465], [4.758, -0.110, 1.055], [-4.270, -1.928, -1.134], [-3.145, -3.176, -0.558], [-2.917, -2.489, -2.148], [1.279, -0.224, -3.428], [1.227, -0.040, -1.976], [0.366, 0.656, -1.373], [-0.589, 1.506, -2.119], [0.269, -0.258, -3.823], [1.781, -1.176, -3.552], [1.855, 0.586, -3.868], [-0.100, 1.992, -2.967], [-1.030, 2.256, -1.473], [-1.372, 0.845, -2.507]], "nbo_charge": [0.85, -0.69, 0.25, -0.10, -0.50, 1.27, -0.55, -0.49, -0.49, -0.11, 0.24, -0.69, 0.26, -0.09, -0.52, 1.26, -0.54, -0.49, -0.51, -0.07, 0.26, -0.69, -0.69, 0.27, 0.25, 0.25, 0.27, 0.26, 0.25, 0.27, 0.26, 0.25, 0.24, 0.27, 0.26, -0.27, -0.43, 0.69, -0.80, 0.21, 0.25, 0.22, 0.26, 0.31, 0.27], "multiplicity": 1, "e_lumo_ha": -0.186, "homo_ev": -12.8, "charge": 1}

=====

{"formula": "C11H18BF4NRhTe", "method": "ωB97M-V with the def2-TZVPD basis set", "symbols": ["Rh", "C", "N", "C", "C", "C", "C", "C", "C", "C", "C", "H", "H", "H", "H", "H", "H", "H", "H", "H", "H", "H", "H", "C", "Te", "C", "H", "H", "H", "H", "H", "H", "F", "B", "F", "F", "F"], "xyz": [[-0.164, -1.005, -0.671], [-1.169, -1.634, 2.167], [-0.364, -0.635, 1.435], [1.003, -0.587, 1.998], [-1.002, 0.703, 1.519], [-0.428, 1.604, 0.470], [-0.504, 2.989, 0.577], [-0.078, 3.795, -0.465], [0.413, 3.229, -1.631], [0.502, 1.848, -1.754], [0.086, 1.047, -0.700], [-1.293, -1.311, 3.204], [-0.655, -2.592, 2.159], [-2.145, -1.731, 1.699], [0.952, -0.371, 3.069], [1.577, 0.198, 1.509], [1.493, -1.549, 1.863], [-0.881, 1.106, 2.529], [-2.068, 0.559, 1.331], [-0.911, 3.433, 1.478], [-0.140, 4.871, -0.371], [0.718, 3.855, -2.459], [0.845, 1.432, -2.694], [3.395, -0.335, -0.912], [1.935, -1.081, -2.252], [0.253, -3.107, -0.397], [4.349, -0.336, -1.431], [3.431, -0.972, -0.031], [3.101, 0.678, -0.643], [0.968, -3.253, 0.408], [0.546, -3.626, -1.302], [-0.775, -3.333, -0.106], [-2.912, 0.580, -2.078], [-2.693, -0.750, -1.966], [-1.345, -1.065, -2.535], [-2.425, -1.073, -0.542], [-3.615, -1.579, -2.476]], "mulliken_spin": [1.85, 0.02, 0.07, -0.02, 0.00, 0.01, 0.01, 0.01, 0.03, 0.00, 0.30, 0.00, 0.00, 0.00, 0.01, 0.00, 0.01, 0.01, 0.00, 0.00, 0.00, 0.00, -0.01, -0.03, 1.14, 0.44, 0.01, 0.02, 0.02, -0.01, -0.02, 0.03, 0.00, 0.00, 0.06, 0.05, 0.00], "multiplicity": 5, "e_lumo_ha": [-0.153, -0.241], "homo_ev": [-12.6, -12.8], "charge": 1}

=====

{"formula": "C11H18BrF3NO6", "method": "ωB97M-V with the def2-TZVPD basis set", "symbols": ["C", "O", "C", "C", "C", "N", "C", "C", "O", "Br", "C", "O", "O", "H", "H", "H", "H", "H", "H", "H", "H", "H", "H", "H", "H", "C", "C", "O", "C", "O", "C", "F", "F", "F", "H", "H", "H", "H", "H", "H"], "xyz": [[1.139, -1.914, -0.078], [0.891, -0.489, -0.401], [0.637, -0.296, -1.839], [-0.959, 0.082, -2.128], [-1.832, -1.298, -2.279], [-2.273, -1.926, -0.976], [-2.963, -3.258, -1.166], [-1.978, -4.440, -1.797], [-0.922, -4.879, -1.061], [-2.370, -5.146, -3.669], [-3.097, -0.985, -0.120], [-2.779, -0.803, 1.190], [-4.241, -0.162, -0.612], [1.383, -2.053, 1.061], [0.197, -2.606, -0.296], [2.003, -2.345, -0.780], [0.962, -1.239, -2.462], [1.310, 0.617, -2.210], [-0.991, 0.630, -3.186], [-1.334, 0.824, -1.304], [-2.802, -1.076, -2.939], [-1.176, -2.032, -2.955], [-3.242, -3.648, -0.074], [-3.966, -3.205, -1.788], [-3.983, 0.822, -0.518], [1.450, 1.924, 0.746], [0.723, 2.378, 1.997], [1.510, 2.269, 3.178], [2.460, 3.324, 3.495], [1.866, 4.513, 3.477], [3.784, 3.265, 2.634], [4.177, 1.972, 2.436], [4.827, 3.866, 3.274], [3.700, 3.833, 1.406], [2.067, 1.042, 0.942], [0.733, 1.688, -0.046], [2.100, 2.710, 0.360], [-0.120, 1.694, 2.149], [0.282, 3.371, 1.868], [2.828, 2.974, 4.471]], "nbo_charge": [-0.28, -0.56, -0.08, -0.45, -0.25, -0.50, -0.31, 0.48, -0.50, 0.00, 0.87, -0.51, -0.74, 0.22, 0.19, 0.16, 0.18, 0.21, 0.22, 0.24, 0.19, 0.22, 0.27, 0.21, 0.51, -0.63, -0.07, -0.58, 0.32, -0.90, 0.91, -0.36, -0.35, -0.35, 0.21, 0.17, 0.21, 0.15, 0.18, 0.09], "multiplicity": 1, "e_lumo_ha": 0.023, "homo_ev": -3.2, "charge": -1}

=====

Please write out number 4 again, unchanged.
{"formula": "C11H18B2F4N4O5Rh", "method": "ωB97M-V with the def2-TZVPD basis set", "symbols": ["Rh", "C", "C", "N", "O", "B", "F", "F", "O", "N", "C", "C", "C", "N", "O", "B", "F", "F", "O", "N", "C", "C", "C", "H", "H", "H", "H", "H", "H", "H", "H", "H", "H", "H", "H", "C", "O", "C", "C", "H", "H", "H", "H", "H", "H"], "xyz": [[-0.014, 0.024, 0.427], [3.025, 1.698, 2.865], [2.164, 0.939, 1.922], [0.949, 1.259, 1.642], [0.295, 2.207, 2.321], [-0.954, 2.744, 1.624], [-0.601, 3.052, 0.311], [-1.416, 3.764, 2.359], [-2.093, 1.694, 1.564], [-1.873, 0.694, 0.710], [-2.823, 0.009, 0.173], [-4.261, 0.365, 0.282], [-2.334, -1.224, -0.544], [-1.055, -1.354, -0.541], [-0.433, -2.418, -1.066], [0.690, -2.911, -0.127], [0.183, -2.827, 1.167], [1.066, -4.120, -0.571], [1.947, -2.012, -0.169], [1.751, -0.874, 0.502], [2.648, -0.301, 1.218], [4.022, -0.835, 1.407], [-3.233, -2.251, -1.133], [2.454, 2.487, 3.345], [3.862, 2.139, 2.318], [3.447, 1.040, 3.625], [-4.368, 1.307, 0.813], [-4.817, -0.406, 0.819], [-4.697, 0.452, -0.715], [4.138, -1.765, 0.858], [4.218, -1.016, 2.465], [4.758, -0.110, 1.055], [-4.270, -1.928, -1.134], [-3.145, -3.176, -0.558], [-2.917, -2.489, -2.148], [1.279, -0.224, -3.428], [1.227, -0.040, -1.976], [0.366, 0.656, -1.373], [-0.589, 1.506, -2.119], [0.269, -0.258, -3.823], [1.781, -1.176, -3.552], [1.855, 0.586, -3.868], [-0.100, 1.992, -2.967], [-1.030, 2.256, -1.473], [-1.372, 0.845, -2.507]], "nbo_charge": [0.85, -0.69, 0.25, -0.10, -0.50, 1.27, -0.55, -0.49, -0.49, -0.11, 0.24, -0.69, 0.26, -0.09, -0.52, 1.26, -0.54, -0.49, -0.51, -0.07, 0.26, -0.69, -0.69, 0.27, 0.25, 0.25, 0.27, 0.26, 0.25, 0.27, 0.26, 0.25, 0.24, 0.27, 0.26, -0.27, -0.43, 0.69, -0.80, 0.21, 0.25, 0.22, 0.26, 0.31, 0.27], "multiplicity": 1, "e_lumo_ha": -0.186, "homo_ev": -12.8, "charge": 1}

=====

What is the multiplicity in the fourth record? 1

=====

Which value of multiplicity does entry 6 give? 1